1.
A gas-phase ion, C3H6IN2 (charge +1). Source: the OMol25 dataset; level of theory: wB97M-V/def2-TZVPD.

Calculated values
Gap between HOMO and LUMO (spin up / spin down), hartree: 0.2671 / 0.2754
Net charge: +1
Spin multiplicity: 3
Energy above the lowest of the compared OMol25 structures with the same formula, charge and spin, eV: 1.4928
LUMO energy (spin up / spin down), eV: -5.0598 / -7.0416
HOMO energy (spin up / spin down), eV: -12.327 / -14.536
<S²>: 2.01

Element x y z (Å)
C1 1.206 -0.748 -0.690
C2 -0.368 0.934 -0.067
C3 -1.039 -0.217 0.625
N1 0.637 0.389 -0.926
N2 -0.047 -1.135 1.074
I1 2.276 -2.143 -1.579
H1 -1.026 1.487 -0.821
H2 0.223 1.508 0.658
H3 -1.650 0.293 1.414
H4 -1.670 -0.929 -0.002
H5 0.949 1.117 -1.489
H6 0.508 -0.555 1.804

Here are the natural (NBO) charges for atoms 1 to 2, given in e: number 1, C, carries 0.177; number 2, C, carries -0.232

2.
A gas-phase ion, C3H6IN2O (charge +1). Source: the OMol25 dataset; level of theory: wB97M-V/def2-TZVPD.

Calculated values
Gap between HOMO and LUMO, hartree: 0.3140
SMILES: C[N+]1=CON[C@H]1I
Net charge: +1
Energy above the lowest of the compared OMol25 structures with the same formula, charge and spin, eV: 3.2487
LUMO energy, eV: -5.0254
HOMO energy, eV: -13.570

Element x y z (Å)
C1 -0.626 0.257 0.761
C2 0.757 0.886 -0.761
C3 0.817 -1.471 -0.259
N1 0.458 -0.132 -0.032
N2 -0.590 1.656 0.705
O1 0.054 1.930 -0.492
I1 -2.669 -0.576 -0.067
H1 -0.774 -0.177 1.859
H2 1.582 0.951 -1.566
H3 1.072 -1.483 -1.247
H4 1.481 -2.018 0.490
H5 -0.160 -1.939 -0.246
H6 -1.402 2.116 0.856

Here are the natural (NBO) charges for atoms 1 to 2, given in e: number 1, C, carries 0.039; number 2, C, carries 0.522

3.
A gas-phase ion, C3H6IN2S (charge +1). Source: the OMol25 dataset; level of theory: wB97M-V/def2-TZVPD.

Calculated values
Gap between HOMO and LUMO (spin up / spin down), hartree: 0.2816 / 0.2087
Net charge: +1
Energy above the lowest of the compared OMol25 structures with the same formula, charge and spin, eV: 3.3675
LUMO energy (spin up / spin down), eV: -4.8437 / -5.6602
HOMO energy (spin up / spin down), eV: -12.506 / -11.339

Element x y z (Å)
C1 0.160 0.746 0.291
C2 -0.840 -1.390 -0.399
C3 -1.545 0.589 2.548
N1 0.029 -0.364 -0.512
N2 1.107 1.763 -0.066
S1 -1.200 1.559 1.147
I1 -3.055 0.973 3.819
H1 -0.738 -2.186 -1.142
H2 -1.594 -1.355 0.394
H3 -1.158 -0.532 2.729
H4 0.608 -0.303 -1.335
H5 1.825 1.481 -0.846
H6 1.581 2.168 0.697

Here are the natural (NBO) charges for atoms 1 to 2, given in e: number 1, C, carries 0.208; number 2, C, carries -0.067

4.
C3H6IN3 in the gas phase. Source: the OMol25 dataset; level of theory: wB97M-V/def2-TZVPD.

Calculated values
Gap between HOMO and LUMO, hartree: 0.2834
Energy above the lowest of the compared OMol25 structures with the same formula, charge and spin, eV: 1.0841
LUMO energy, eV: 0.1344
HOMO energy, eV: -7.578

Element x y z (Å)
C1 -0.723 -0.851 -0.176
C2 3.526 -0.549 0.025
C3 -1.666 0.361 -0.190
N1 0.568 -0.779 -0.163
N2 1.214 0.420 -0.152
N3 2.537 0.332 -0.060
I1 5.521 0.085 0.127
H1 -1.180 -1.853 -0.260
H2 3.252 -1.577 0.107
H3 -1.711 0.904 0.838
H4 -2.724 0.123 -0.535
H5 -1.063 0.987 -0.838
H6 2.850 1.267 -0.059

Here are the natural (NBO) charges for atoms 1 to 2, given in e: number 1, C, carries 0.090; number 2, C, carries -0.251

5.
2 unconnected molecules or ions with the total composition C3H6INO2. Source: the OMol25 dataset; level of theory: wB97M-V/def2-TZVPD.

Calculated values
Gap between HOMO and LUMO (spin up / spin down), hartree: 0.2916 / 0.3135
Energy above the lowest of the compared OMol25 structures with the same formula, charge and spin, eV: 7.6976
LUMO energy (spin up / spin down), eV: -1.1359 / -1.6439
HOMO energy (spin up / spin down), eV: -9.072 / -10.176

Element x y z (Å)
C1 -0.111 0.696 -1.540
C2 0.366 0.742 -0.068
C3 -0.437 -0.273 0.648
N1 0.257 -1.001 1.738
O1 -0.319 -1.893 2.285
O2 1.402 -0.619 1.794
I1 -2.381 -0.207 1.029
H1 -0.208 -0.378 -1.916
H2 0.518 1.269 -2.268
H3 -1.054 1.190 -1.556
H4 0.233 1.732 0.298
H5 1.417 0.647 0.085
H6 0.316 -1.905 -0.528

Here are the natural (NBO) charges for atoms 1 to 2, given in e: number 1, C, carries -0.600; number 2, C, carries -0.546

6.
2 unconnected molecules or ions with the total composition C3H6INO3. Source: the OMol25 dataset; level of theory: wB97M-V/def2-TZVPD.

Calculated values
Gap between HOMO and LUMO, hartree: 0.3130
SMILES: NC=C(O)O.O=CI
Energy above the lowest of the compared OMol25 structures with the same formula, charge and spin, eV: 2.5622
LUMO energy, eV: 0.4914
HOMO energy, eV: -8.026

Element x y z (Å)
C1 1.084 0.042 0.681
C2 0.106 0.902 0.924
C3 -1.050 -2.562 -1.383
N1 -0.897 1.027 0.000
O1 2.183 -0.113 1.619
O2 1.157 -0.865 -0.303
O3 -0.895 -3.713 -1.602
I1 -2.242 -1.304 -2.570
H1 0.136 1.482 1.918
H2 -0.579 -1.853 -0.670
H3 -1.379 1.950 0.161
H4 -0.456 1.181 -0.943
H5 2.036 0.589 2.305
H6 1.504 -1.704 -0.105

Here are the natural (NBO) charges for atoms 1 to 2, given in e: number 1, C, carries 0.517; number 2, C, carries -0.188

7.
C3H6INO3 in the gas phase. Source: the OMol25 dataset; level of theory: wB97M-V/def2-TZVPD.

Calculated values
Gap between HOMO and LUMO, hartree: 0.3524
SMILES: C[C@@H](O)[C@H](I)[N+](=O)[O-]
Energy above the lowest of the compared OMol25 structures with the same formula, charge and spin, eV: 4.5506
LUMO energy, eV: -0.4461
HOMO energy, eV: -10.034

Element x y z (Å)
C1 -0.814 -0.262 -0.203
C2 0.601 0.222 -0.289
C3 1.735 -0.513 0.566
N1 1.767 -1.889 0.025
O1 1.093 -2.759 0.520
O2 2.267 -1.988 -1.059
O3 0.701 1.557 -0.222
I1 3.640 0.505 0.237
H1 -1.023 0.002 0.891
H2 -1.526 0.175 -0.839
H3 -0.868 -1.403 -0.211
H4 0.993 -0.036 -1.310
H5 1.617 -0.516 1.697
H6 0.780 1.863 0.607

Here are the natural (NBO) charges for atoms 1 to 2, given in e: number 1, C, carries -0.632; number 2, C, carries 0.074

8.
A molecular structure, C3H6InO3. Source: the OMol25 dataset; level of theory: wB97M-V/def2-TZVPD.

Calculated values
Gap between HOMO and LUMO (spin up / spin down), hartree: 0.1162 / 0.1096
Net charge: +3
Energy above the lowest of the compared OMol25 structures with the same formula, charge and spin, eV: 0.3648
LUMO energy (spin up / spin down), eV: -20.7535 / -20.8250
HOMO energy (spin up / spin down), eV: -23.914 / -23.808

Element x y z (Å)
H1 1.199 -1.066 -1.260
C1 1.129 0.014 -1.436
C2 -0.235 0.547 -1.081
H2 1.296 0.194 -2.505
H3 1.915 0.530 -0.871
H4 -1.052 -0.126 -1.365
H5 -0.435 1.525 -1.525
O1 -0.931 -1.275 0.786
C3 -0.671 -0.112 1.126
O2 -0.321 0.848 0.380
O3 -0.555 0.035 2.446
In1 -1.106 -2.003 2.529
H6 -0.233 0.890 2.774

Here are the Löwdin charges for atoms 1 to 2, given in e: number 1, H, carries 0.110; number 2, C, carries 0.019

9.
A molecular structure, C3H6LiO5Pb. Source: the OMol25 dataset; level of theory: wB97M-V/def2-TZVPD.

Calculated values
Gap between HOMO and LUMO (spin up / spin down), hartree: 0.1858 / 0.2661
Spin multiplicity: 2
Energy above the lowest of the compared OMol25 structures with the same formula, charge and spin, eV: 0.2767
LUMO energy (spin up / spin down), eV: -0.8705 / -0.9802
HOMO energy (spin up / spin down), eV: -5.925 / -8.222
<S²>: 0.75

Element x y z (Å)
H1 2.134 1.881 0.249
C1 1.402 1.396 -0.430
C2 0.838 0.203 0.323
O1 -0.445 0.402 0.873
Li1 3.046 0.231 -2.538
O2 1.763 1.007 -1.704
H2 0.624 2.186 -0.517
H3 1.510 -0.314 1.022
H4 0.975 -0.638 -0.374
C3 -1.453 -0.857 0.774
O3 -1.066 -2.088 0.716
O4 -2.466 -0.558 1.668
H5 -2.107 -0.687 2.553
Pb1 -1.249 -2.258 -1.591
O5 -1.942 -0.479 -0.506
H6 -1.565 0.573 -0.518

Here are the natural (NBO) charges for atoms 1 to 2, given in e: number 1, H, carries 0.132; number 2, C, carries -0.069

10.
A molecular structure, C3H6LuMgO4S. Source: the OMol25 dataset; level of theory: wB97M-V/def2-TZVPD.

Calculated values
Gap between HOMO and LUMO, hartree: 0.2250
Net charge: +1
Energy above the lowest of the compared OMol25 structures with the same formula, charge and spin, eV: 0.0000
LUMO energy, eV: -4.7677
HOMO energy, eV: -10.890

Element x y z (Å)
Lu1 0.789 1.690 0.526
S1 3.448 0.812 -0.432
O1 2.842 -0.653 0.020
O2 2.613 1.916 0.434
O3 0.097 0.751 -1.266
C1 -1.266 0.446 -1.128
C2 -1.517 -0.819 -0.284
O4 -0.366 -1.182 0.470
C3 -0.049 -0.192 1.549
Mg1 1.196 -1.073 -0.837
H1 -1.664 0.256 -2.141
H2 -1.818 1.292 -0.678
H3 -1.712 -1.682 -0.938
H4 -2.369 -0.674 0.398
H5 0.727 -0.726 2.123
H6 -0.949 -0.164 2.185

Here are the Löwdin charges for atoms 1 to 2, given in e: number 1, Lu, carries 1.691; number 2, S, carries 0.794